[1]
# C5H13N3

A single C5H13N3 molecule (ωB97M-V/def2-TZVPD, OMol25).

Computed properties:
- HOMO energy (eV) = -7.723
- structure (SMILES) = C=CC(N)(N)N(C)C
- LUMO level (eV) = 1.1
- frontier orbital gap (Eh) = 0.3226
- relative energy (zero: lowest compared OMol25 entry of this formula, charge and spin) (eV) = 1.907
- molecular weight (g/mol) = 115.18

Each line ends with the Löwdin charge.
Element x y z (Å)
C (-0.87, -0.09, 2.32)  0.01
C (-1.35, -0.06, 1.07)  -0.12
C (-0.66, -0.11, -0.26)  -0.68
N (-1.06, -1.35, -0.83)  0.08
N (-1.21, 0.93, -1.07)  0.09
N (0.78, 0.01, -0.25)  -0.20
C (1.48, 1.07, 0.51)  -0.09
C (1.58, -0.71, -1.25)  -0.08
H (0.19, -0.14, 2.55)  0.05
H (-1.55, -0.05, 3.17)  0.05
H (-2.44, -0.04, 1.00)  0.10
H (-1.57, -1.41, -1.70)  0.09
H (-0.97, -2.21, -0.30)  0.10
H (-2.12, 1.34, -0.87)  0.08
H (-0.60, 1.51, -1.63)  0.09
H (0.78, 1.70, 1.05)  0.08
H (2.18, 0.59, 1.20)  0.08
H (2.04, 1.70, -0.19)  0.07
H (2.47, -0.13, -1.52)  0.07
H (1.89, -1.67, -0.83)  0.07
H (1.00, -0.87, -2.16)  0.07

[2]
# C3H11O

A 2-piece molecular cluster, C3H11O overall (ωB97M-V/def2-TZVPD, OMol25).

Computed properties:
- HOMO energy (eV) = -15.921
- net charge = +1
- LUMO level (eV) = -4.8
- frontier orbital gap (Eh) = 0.4099
- relative energy (zero: lowest compared OMol25 entry of this formula, charge and spin) (eV) = 0.063
- molecular weight (g/mol) = 63.12

Each line ends with the Löwdin charge.
Element x y z (Å)
O (-1.62, -0.35, 1.63)  0.31
H (-1.22, -1.03, 1.05)  0.16
H (-1.79, -0.70, 2.52)  0.20
H (-1.09, 0.50, 1.61)  0.15
C (-0.25, -0.63, -1.30)  -0.12
C (0.80, 0.47, -1.07)  -0.28
C (1.06, 0.72, 0.40)  -0.12
H (0.11, -1.59, -0.94)  0.08
H (-0.49, -0.73, -2.35)  0.09
H (-1.22, -0.39, -0.83)  0.06
H (0.52, 1.36, -1.62)  0.11
H (1.71, 0.08, -1.52)  0.12
H (1.96, 1.29, 0.58)  0.09
H (0.26, 1.24, 0.95)  0.05
H (1.27, -0.24, 0.89)  0.09

[3]
# C2H15NO4

A 5-piece molecular cluster, C2H15NO4 overall (ωB97M-V/def2-TZVPD, OMol25).

Computed properties:
- HOMO energy (eV) = -9.468
- structure (SMILES) = CNC.O.O.O.O
- LUMO level (eV) = 0.4
- frontier orbital gap (Eh) = 0.3610
- relative energy (zero: lowest compared OMol25 entry of this formula, charge and spin) (eV) = 1.286
- molecular weight (g/mol) = 117.14

Each line ends with the Löwdin charge.
Element x y z (Å)
C (-1.76, -1.42, 1.97)  -0.12
N (-0.77, -1.42, 0.85)  -0.19
C (-1.23, -2.28, -0.25)  -0.15
H (-2.72, -1.75, 1.59)  0.07
H (-1.45, -2.02, 2.82)  0.07
H (-1.84, -0.38, 2.28)  0.07
H (0.09, -1.71, 1.30)  0.08
H (-0.39, -2.41, -0.94)  0.07
H (-2.07, -1.74, -0.69)  0.08
H (-1.56, -3.29, 0.02)  0.07
O (2.63, -0.91, 0.55)  -0.06
H (2.13, -0.36, -0.08)  0.00
H (3.44, -0.99, 0.04)  0.04
O (2.92, 2.99, -0.82)  -0.05
H (2.36, 2.24, -0.60)  -0.02
H (3.30, 2.74, -1.67)  0.04
O (-1.78, 3.03, -2.00)  -0.07
H (-1.40, 2.37, -1.40)  -0.01
H (-1.12, 3.73, -1.97)  0.03
O (0.39, 1.33, -0.72)  -0.06
H (-0.01, 0.54, -0.30)  0.03
H (0.86, 1.70, 0.03)  0.04

[4]
# C5H8Cl2S

A single C5H8Cl2S molecule (ωB97M-V/def2-TZVPD, OMol25).

Computed properties:
- HOMO energy (eV) = -9.445
- structure (SMILES) = C[C@H]1[C@H](S)[C@@H](Cl)[C@H]1Cl
- LUMO level (eV) = 0.7
- frontier orbital gap (Eh) = 0.3740
- relative energy (zero: lowest compared OMol25 entry of this formula, charge and spin) (eV) = 0.244
- molecular weight (g/mol) = 171.09

Each line ends with the Löwdin charge.
Element x y z (Å)
C (1.94, -0.17, 0.47)  -0.06
C (0.41, -0.12, 0.59)  -0.42
C (-0.35, 0.81, -0.32)  -0.69
S (-0.44, 2.58, 0.17)  0.74
C (-1.50, -0.18, -0.25)  -0.77
Cl (-2.69, -0.41, -1.52)  0.62
C (-0.47, -1.30, 0.08)  -0.62
Cl (0.15, -2.16, -1.35)  0.62
H (2.25, -1.08, 1.04)  0.09
H (2.39, 0.71, 0.92)  0.07
H (2.22, -0.25, -0.60)  0.08
H (0.01, -0.02, 1.61)  0.15
H (0.05, 0.71, -1.39)  0.13
H (-1.17, 2.95, -0.91)  -0.13
H (-2.06, 0.00, 0.62)  0.08
H (-0.73, -2.06, 0.84)  0.11

[5]
# C9H16N4O

A 2-piece molecular cluster, C9H16N4O overall (ωB97M-V/def2-TZVPD, OMol25).

Computed properties:
- HOMO energy (eV) = -5.065
- LUMO level (eV) = -0.8
- frontier orbital gap (Eh) = 0.1552
- relative energy (zero: lowest compared OMol25 entry of this formula, charge and spin) (eV) = 6.802
- molecular weight (g/mol) = 196.25

Each line ends with the Löwdin charge.
Element x y z (Å)
C (0.26, -1.85, 0.89)  0.21
C (0.00, -0.83, 0.28)  -0.03
C (-0.09, 0.53, -0.11)  -0.28
N (1.05, 1.25, -0.16)  0.22
C (0.61, 2.49, -0.53)  -0.38
N (1.47, 3.49, -0.67)  0.19
N (-0.72, 2.47, -0.67)  0.17
N (-1.19, 1.22, -0.42)  -0.03
C (-2.55, 0.71, -0.46)  -0.11
C (-3.63, 1.66, 0.14)  -0.21
C (-3.12, 2.61, 1.27)  -0.10
H (0.61, -2.70, 1.48)  0.05
H (1.14, 4.42, -0.90)  0.12
H (2.44, 3.30, -0.49)  0.13
H (-1.33, 3.23, -0.93)  0.18
H (-2.56, -0.22, 0.13)  0.13
H (-2.87, 0.41, -1.48)  0.13
H (-4.44, 1.03, 0.52)  0.11
H (-4.07, 2.26, -0.69)  0.10
H (-3.00, 3.62, 0.83)  0.06
H (-3.88, 2.70, 2.06)  0.08
H (-2.14, 2.29, 1.66)  0.07
C (3.88, -4.86, -0.47)  -0.16
C (3.10, -3.64, 0.05)  -0.59
O (2.07, -4.06, 0.81)  -0.36
H (3.25, -5.50, -1.09)  0.05
H (4.73, -4.53, -1.10)  0.05
H (4.29, -5.46, 0.35)  0.05
H (2.85, -3.04, -0.86)  0.07
H (3.87, -2.99, 0.54)  0.07

[6]
# C3H2N2O4S2

A 2-piece molecular cluster, C3H2N2O4S2 overall (ωB97M-V/def2-TZVPD, OMol25).

Computed properties:
- HOMO energy (eV) = -9.986
- structure (SMILES) = O=[N+]([O-])N=C=S.O=C1S[C@@H]1O
- LUMO level (eV) = -1.1
- frontier orbital gap (Eh) = 0.3264
- molecular weight (g/mol) = 194.19

Each line ends with the Löwdin charge.
Element x y z (Å)
O (2.34, 2.17, 0.12)  0.05
N (3.46, 1.75, 0.45)  -0.41
O (4.01, 1.96, 1.53)  0.07
N (3.94, 0.84, -0.43)  0.11
C (4.82, -0.04, -0.31)  -0.71
S (5.83, -1.18, -0.34)  0.90
O (2.06, -1.89, -1.48)  0.09
C (1.42, -1.36, -0.65)  -0.75
S (1.17, -1.19, 1.06)  0.95
C (0.25, -0.49, -0.45)  -0.49
O (-0.90, -1.13, -0.61)  -0.01
H (0.06, 0.51, -0.32)  0.09
H (-1.61, -0.71, -0.11)  0.12

[7]
# CH4NO3

A 2-piece molecular cluster, CH4NO3 overall (ωB97M-V/def2-TZVPD, OMol25).

Computed properties:
- HOMO energy (eV) = -4.676
- net charge = -1
- LUMO level (eV) = 4.6
- frontier orbital gap (Eh) = 0.3391
- relative energy (zero: lowest compared OMol25 entry of this formula, charge and spin) (eV) = 2.844
- molecular weight (g/mol) = 78.05

Each line ends with the Löwdin charge.
Element x y z (Å)
C (-0.64, 0.57, -1.81)  -0.68
N (0.36, -0.85, 1.90)  -0.08
O (1.49, -0.61, 1.08)  -0.20
O (-0.33, 0.41, -0.62)  -0.16
O (-0.03, 1.22, -2.65)  -0.10
H (1.03, 0.03, 0.49)  0.02
H (-1.78, 0.10, -1.98)  0.12
H (0.28, -0.05, 2.43)  0.02
H (-0.38, -0.82, 1.16)  0.06

[8]
# C15H33FN2O20S5Si

A 6-piece molecular cluster, C15H33FN2O20S5Si overall (ωB97M-V/def2-TZVPD, OMol25).

Computed properties:
- HOMO energy (eV) = -9.010
- structure (SMILES) = [H]/N=C\C[Si@H](CN)[C@@H](C)F.O=S1(=O)OCCO1.O=S1(=O)OCCO1.O=S1(=O)OCCO1.O=S1(=O)OCCO1.O=S1(=O)OCCO1
- LUMO level (eV) = 0.3
- frontier orbital gap (Eh) = 0.3409
- molecular weight (g/mol) = 768.84

Each line ends with the Löwdin charge.
Element x y z (Å)
H (1.71, 1.40, 0.27)  0.03
N (2.46, 1.19, -0.40)  0.06
C (2.09, 1.66, -1.52)  -0.30
C (0.79, 2.45, -1.81)  -0.25
Si (-0.82, 1.52, -1.36)  0.72
C (-1.67, 0.66, -2.83)  -0.32
N (-2.98, 0.12, -2.31)  -0.04
C (-2.07, 2.83, -0.67)  -0.44
C (-1.43, 3.84, 0.33)  -0.09
F (-2.70, 3.52, -1.71)  -0.09
H (2.80, 1.54, -2.36)  0.10
H (0.86, 3.43, -1.31)  0.07
H (0.76, 2.65, -2.90)  0.08
H (-0.56, 0.56, -0.28)  0.02
H (-1.88, 1.33, -3.68)  0.08
H (-1.09, -0.23, -3.15)  0.07
H (-2.84, -0.09, -1.33)  0.01
H (-3.61, 0.92, -2.30)  0.05
H (-2.84, 2.24, -0.12)  0.10
H (-1.55, 4.87, -0.06)  0.09
H (-0.36, 3.66, 0.53)  0.05
H (-1.92, 3.82, 1.33)  0.07
O (7.50, 4.03, 3.25)  -0.21
S (7.44, 2.77, 2.57)  0.64
O (8.62, 2.09, 2.13)  -0.24
O (6.41, 2.90, 1.34)  -0.19
C (5.36, 1.93, 1.48)  -0.17
C (5.23, 1.71, 2.98)  -0.16
O (6.58, 1.74, 3.47)  -0.19
H (5.67, 1.01, 0.97)  0.13
H (4.44, 2.30, 1.03)  0.11
H (4.77, 0.75, 3.21)  0.14
H (4.67, 2.52, 3.45)  0.13
O (-2.77, -2.20, -0.75)  -0.25
S (-2.78, -3.44, -1.47)  0.63
O (-1.59, -4.08, -1.91)  -0.22
O (-3.78, -3.27, -2.72)  -0.19
C (-4.82, -4.25, -2.65)  -0.16
C (-4.99, -4.54, -1.17)  -0.17
O (-3.66, -4.51, -0.63)  -0.19
H (-4.48, -5.14, -3.19)  0.14
H (-5.73, -3.87, -3.11)  0.12
H (-5.46, -5.50, -0.99)  0.14
H (-5.57, -3.75, -0.68)  0.11
O (12.52, 0.74, 6.36)  -0.23
S (12.98, 1.42, 5.19)  0.63
O (14.13, 2.26, 5.20)  -0.23
O (11.74, 2.23, 4.56)  -0.19
C (11.51, 1.80, 3.21)  -0.16
C (11.98, 0.36, 3.18)  -0.17
O (13.15, 0.33, 4.01)  -0.19
H (12.11, 2.42, 2.54)  0.14
H (10.46, 1.89, 2.95)  0.09
H (12.22, 0.02, 2.17)  0.13
H (11.24, -0.31, 3.62)  0.13
O (-8.30, -4.23, 1.98)  -0.22
S (-7.08, -3.48, 1.95)  0.63
O (-6.86, -2.41, 1.03)  -0.22
O (-5.85, -4.53, 1.83)  -0.21
C (-4.96, -4.35, 2.94)  -0.16
C (-5.84, -3.84, 4.07)  -0.17
O (-6.76, -2.95, 3.44)  -0.19
H (-4.20, -3.62, 2.66)  0.14
H (-4.48, -5.29, 3.19)  0.14
H (-5.26, -3.32, 4.83)  0.14
H (-6.40, -4.65, 4.53)  0.13
O (-6.05, -1.64, -3.89)  -0.22
S (-5.75, -0.70, -4.92)  0.64
O (-4.74, -0.94, -5.90)  -0.21
O (-5.49, 0.74, -4.23)  -0.20
C (-6.41, 1.70, -4.77)  -0.17
C (-7.64, 0.90, -5.16)  -0.17
O (-7.12, -0.32, -5.69)  -0.19
H (-5.94, 2.17, -5.64)  0.13
H (-6.63, 2.46, -4.02)  0.14
H (-8.25, 1.41, -5.90)  0.14
H (-8.25, 0.66, -4.29)  0.13

molecular weight of number 2 (C3H11O)? 63.12 g/mol

What did the first record say?
# C5H13N3

A single C5H13N3 molecule (ωB97M-V/def2-TZVPD, OMol25).

Computed properties:
- HOMO energy (eV) = -7.723
- structure (SMILES) = C=CC(N)(N)N(C)C
- LUMO level (eV) = 1.1
- frontier orbital gap (Eh) = 0.3226
- relative energy (zero: lowest compared OMol25 entry of this formula, charge and spin) (eV) = 1.907
- molecular weight (g/mol) = 115.18

Each line ends with the Löwdin charge.
Element x y z (Å)
C (-0.87, -0.09, 2.32)  0.01
C (-1.35, -0.06, 1.07)  -0.12
C (-0.66, -0.11, -0.26)  -0.68
N (-1.06, -1.35, -0.83)  0.08
N (-1.21, 0.93, -1.07)  0.09
N (0.78, 0.01, -0.25)  -0.20
C (1.48, 1.07, 0.51)  -0.09
C (1.58, -0.71, -1.25)  -0.08
H (0.19, -0.14, 2.55)  0.05
H (-1.55, -0.05, 3.17)  0.05
H (-2.44, -0.04, 1.00)  0.10
H (-1.57, -1.41, -1.70)  0.09
H (-0.97, -2.21, -0.30)  0.10
H (-2.12, 1.34, -0.87)  0.08
H (-0.60, 1.51, -1.63)  0.09
H (0.78, 1.70, 1.05)  0.08
H (2.18, 0.59, 1.20)  0.08
H (2.04, 1.70, -0.19)  0.07
H (2.47, -0.13, -1.52)  0.07
H (1.89, -1.67, -0.83)  0.07
H (1.00, -0.87, -2.16)  0.07